Record 1
Formula: C19H30N3O6OsPSi2
Source: the OMol25 dataset
Level of theory: ωB97M-V/def2-TZVPD

Values from the calculation:
HOMO: -12.708 eV
LUMO energy: -6.3 eV
relative energy (zero: lowest compared OMol25 entry of this formula, charge and spin): 0.00 kJ/mol
orbital gap: 0.2371 Ha
net charge: +2

Each line ends with the natural charge from an NBO analysis.
Atoms and positions in Å:
Os (0.28997, -0.73774, -0.44202)  0.47
O (1.03234, -3.56679, 2.55518)  -0.60
C (0.83135, -2.57494, 1.75795)  0.82
O (0.12638, -2.69099, 0.76029)  -0.70
C (1.46578, -1.32716, 2.11380)  -0.02
C (2.30389, -1.18972, 3.21308)  -0.12
C (2.79063, 0.05787, 3.54053)  -0.19
C (2.38694, 1.13373, 2.76849)  -0.11
C (1.57678, 0.91294, 1.67198)  0.04
N (1.15067, -0.30129, 1.31033)  -0.33
C (1.10006, 2.05129, 0.84982)  0.79
O (1.37732, 3.18918, 1.06744)  -0.51
O (0.30613, 1.63941, -0.16998)  -0.83
H (0.64906, -4.38379, 2.20326)  0.52
H (2.55389, -2.07369, 3.78807)  0.26
H (3.45375, 0.20349, 4.38435)  0.26
H (2.68542, 2.15169, 2.99290)  0.27
C (3.46010, 0.80567, -1.10100)  -1.15
Si (2.01798, -0.05280, -1.91046)  1.44
C (2.61999, -1.64960, -2.71759)  -1.14
C (1.25583, 1.07718, -3.23612)  -0.49
C (1.71262, 0.89201, -4.54996)  -0.25
C (1.37240, 1.76007, -5.58709)  -0.21
C (0.55270, 2.84616, -5.32649)  -0.21
C (0.07239, 3.03842, -4.03669)  -0.12
C (0.39816, 2.17212, -2.98370)  -0.53
Si (-0.50596, 2.57618, -1.40719)  1.92
C (-0.57642, 4.35943, -1.00852)  -1.17
C (-2.14347, 1.69957, -1.41121)  -1.15
H (4.25928, 0.95208, -1.83768)  0.26
H (3.87169, 0.22211, -0.27065)  0.24
H (3.18671, 1.79734, -0.72220)  0.24
H (3.00532, -1.49703, -3.73614)  0.23
H (1.83915, -2.41706, -2.75464)  0.21
H (3.45143, -2.04839, -2.12376)  0.26
H (2.39395, 0.07301, -4.77272)  0.21
H (1.77130, 1.60152, -6.58284)  0.23
H (0.30452, 3.55078, -6.11292)  0.24
H (-0.56775, 3.90087, -3.84552)  0.21
H (-1.23150, 4.88858, -1.70986)  0.26
H (0.41549, 4.81680, -1.04692)  0.28
H (-0.96832, 4.51156, 0.00205)  0.27
H (-2.67858, 1.82834, -2.35819)  0.26
H (-2.79495, 2.06241, -0.60728)  0.26
H (-1.98960, 0.63392, -1.25479)  0.24
N (-0.55950, -1.14131, -4.91095)  -0.70
C (-1.09442, -2.51256, -4.53957)  -0.60
P (-1.67096, -2.40998, -2.78261)  2.15
O (-3.10956, -2.14970, -2.56667)  -1.08
O (-0.64146, -1.40579, -2.27214)  -1.14
C (-1.38355, -4.05117, -2.01744)  -0.62
N (-2.20943, -4.01416, -0.74715)  -0.68
H (-1.31345, -0.49464, -5.13051)  0.45
H (0.09582, -1.15384, -5.68234)  0.45
H (-0.11207, -0.76088, -4.05707)  0.50
H (-0.27657, -3.22866, -4.60912)  0.25
H (-1.89435, -2.80312, -5.21434)  0.27
H (-0.33739, -4.22494, -1.78236)  0.26
H (-1.75798, -4.83324, -2.67671)  0.26
H (-2.64978, -4.90381, -0.52838)  0.45
H (-2.95407, -3.30626, -0.87818)  0.48
H (-1.61966, -3.74031, 0.00216)  0.45

=====

Record 2
Formula: C37H72F3O35Rb2
Source: the OMol25 dataset
Level of theory: ωB97M-V/def2-TZVPD

Values from the calculation:
HOMO: -11.309 eV
LUMO energy: -3.2 eV
relative energy (zero: lowest compared OMol25 entry of this formula, charge and spin): 0.00 kJ/mol
orbital gap: 0.2993 Ha
net charge: +1

Each line ends with the Mulliken charge.
Atoms and positions in Å:
Rb (1.06826, 0.30433, 3.84285)  1.24
Rb (4.85128, -0.44664, 3.12266)  1.06
C (2.08773, -0.27960, 0.50463)  -0.23
O (0.69547, -0.19010, 0.86698)  0.20
O (2.75913, 0.58172, 1.41155)  -0.70
C (2.50645, -1.83487, 0.49743)  0.52
F (1.67408, -2.66840, -0.14974)  -0.08
F (3.75686, -1.98407, -0.02855)  -0.13
F (2.59096, -2.30314, 1.77123)  -0.28
C (-0.37469, -0.54590, -0.05074)  -0.72
C (-1.66557, -0.07362, 0.64281)  0.49
H (-1.65287, 1.01247, 0.73410)  -0.56
H (-2.58493, -0.34096, 0.12186)  -0.17
H (-1.64412, -0.55637, 1.61984)  0.58
H (-0.52174, -1.60564, -0.25913)  -0.14
H (-0.16038, -0.00062, -0.96989)  0.29
H (2.14227, 0.19721, -0.47403)  -0.35
C (-0.01810, 3.19617, 1.34992)  -0.49
O (-0.84339, 3.89621, 2.22528)  -0.46
C (-1.46847, 3.40757, 3.24377)  0.79
O (-1.26111, 2.28853, 3.65507)  -0.46
O (-2.48364, 4.20245, 3.62409)  -0.37
C (-3.47335, 3.81621, 4.50994)  -0.74
H (0.23747, 2.24391, 1.81466)  0.20
H (0.88405, 3.80069, 1.25624)  0.37
H (-0.49015, 3.19399, 0.36744)  0.31
H (-4.41733, 3.57915, 4.01923)  0.22
H (-3.62802, 4.68812, 5.14553)  0.31
H (-3.09025, 3.04344, 5.17638)  0.39
C (6.51693, 1.88460, -0.00566)  0.03
O (6.97290, 0.80412, -0.84556)  -0.33
C (6.88485, -0.46289, -0.37431)  0.74
O (6.43321, -0.85528, 0.70979)  -0.48
O (7.47482, -1.28400, -1.27884)  -0.36
C (7.37816, -2.71783, -0.98808)  -0.49
H (5.53028, 2.15173, -0.38417)  -0.34
H (7.09219, 2.79457, -0.17629)  0.39
H (6.37584, 1.68816, 1.05717)  0.19
H (7.90581, -3.35261, -1.69994)  0.26
H (6.34860, -3.07398, -1.02355)  0.16
H (7.83293, -2.97192, -0.03062)  0.30
C (3.70546, 3.80651, 2.16119)  0.05
O (3.89482, 3.87354, 3.56569)  -0.32
C (5.00490, 3.35277, 4.07456)  0.70
O (5.57902, 2.32386, 3.72429)  -0.53
O (5.32068, 4.14042, 5.16148)  -0.32
C (6.50161, 3.95350, 6.03154)  -0.65
H (4.00186, 4.76292, 1.73046)  0.42
H (2.64814, 3.61099, 1.98245)  -0.24
H (4.21028, 2.96090, 1.69408)  -0.01
H (6.79069, 4.60445, 6.85664)  0.29
H (7.40639, 3.86661, 5.42993)  0.29
H (6.41539, 2.97950, 6.51320)  0.28
C (3.49571, -4.76147, -2.37536)  -0.57
O (4.89363, -4.99543, -1.99720)  -0.04
C (5.26216, -6.25074, -2.02263)  0.62
O (4.57009, -7.27123, -2.23398)  -0.59
O (6.59758, -6.24219, -1.76804)  -0.29
C (7.26012, -7.47688, -1.54055)  -0.69
H (3.02236, -3.83376, -2.05382)  -0.09
H (2.83009, -5.40675, -1.80207)  0.41
H (3.27592, -4.88872, -3.43537)  0.34
H (8.23685, -7.29296, -1.09304)  0.25
H (7.37202, -8.03874, -2.46785)  0.29
H (6.74039, -8.07899, -0.79527)  0.32
C (-3.07433, -5.36130, -3.12216)  -0.61
O (-4.00987, -4.83702, -2.19587)  -0.41
C (-3.68953, -3.69266, -1.56615)  0.68
O (-2.72128, -2.99476, -1.80200)  -0.30
O (-4.70217, -3.45797, -0.69733)  -0.41
C (-4.49850, -2.35383, 0.27075)  -0.15
H (-3.46569, -6.27780, -3.56368)  0.26
H (-2.15556, -5.57772, -2.57708)  0.25
H (-2.92275, -4.65458, -3.93805)  0.29
H (-5.14535, -2.58191, 1.11791)  0.33
H (-4.92609, -1.44077, -0.14348)  0.08
H (-3.47128, -2.18835, 0.59559)  0.01
C (-4.45432, 3.64769, 0.73935)  -0.25
O (-4.38927, 5.01060, 1.14766)  -0.22
C (-5.52086, 5.71905, 0.93335)  0.67
O (-6.65142, 5.27228, 0.56853)  -0.58
O (-5.25249, 7.03597, 1.15051)  -0.32
C (-6.20520, 7.98601, 0.86718)  -0.67
H (-3.62708, 2.98623, 0.99671)  -0.30
H (-4.53845, 3.58867, -0.34578)  0.44
H (-5.35485, 3.20413, 1.16411)  0.34
H (-6.88145, 8.11772, 1.71183)  0.28
H (-6.79732, 7.71071, -0.00558)  0.32
H (-5.72633, 8.93451, 0.62404)  0.25
C (-3.84690, -7.88656, 1.83514)  -0.68
O (-3.33582, -6.48667, 1.96190)  -0.33
C (-2.24126, -6.16470, 1.30679)  0.80
O (-1.69911, -6.80586, 0.41315)  -0.60
O (-1.86878, -4.93905, 1.68641)  -0.33
C (-0.60635, -4.34369, 1.32562)  -0.50
H (-4.19004, -8.13206, 0.83012)  0.29
H (-4.73225, -8.08459, 2.43931)  0.28
H (-3.14026, -8.65665, 2.14455)  0.31
H (0.18913, -4.99350, 1.69037)  0.49
H (-0.47633, -3.37819, 1.81450)  0.14
H (-0.47565, -4.11262, 0.26844)  0.13
C (0.16881, -3.20232, -3.89523)  -0.67
O (1.42276, -2.65736, -3.84663)  -0.32
C (1.66788, -1.29699, -3.79782)  0.74
O (0.83036, -0.44777, -4.08467)  -0.63
O (2.99961, -1.11602, -3.51397)  -0.23
C (3.50747, 0.14091, -3.76791)  -0.31
H (-0.12494, -3.07499, -4.93717)  0.42
H (-0.51386, -2.66035, -3.24076)  0.21
H (0.17990, -4.28432, -3.76395)  0.25
H (4.56345, 0.09734, -3.50131)  0.23
H (2.98623, 0.84609, -3.12051)  -0.03
H (3.36927, 0.37924, -4.82252)  0.41
C (5.66657, 5.95666, -3.64669)  -0.68
O (5.03041, 5.30330, -2.56676)  -0.33
C (4.36973, 4.21592, -2.72863)  0.67
O (4.39883, 3.40653, -3.66532)  -0.58
O (3.77749, 4.00568, -1.52941)  -0.27
C (3.00037, 2.83086, -1.38222)  -0.31
H (6.15741, 6.86908, -3.30807)  0.24
H (4.96062, 6.17701, -4.44744)  0.31
H (6.43824, 5.31756, -4.07584)  0.31
H (2.19788, 2.71134, -2.11011)  0.87
H (2.50923, 2.82891, -0.40914)  -0.24
H (3.60985, 1.92737, -1.40044)  -0.09
C (-3.20958, 0.27771, -3.02212)  0.01
O (-4.38934, 1.00581, -3.30033)  -0.41
C (-5.29235, 1.28478, -2.36203)  0.62
O (-5.17329, 1.08842, -1.15853)  -0.44
O (-6.45739, 1.72919, -2.96150)  -0.40
C (-7.41428, 2.35466, -2.15940)  -0.42
H (-2.44432, 0.41546, -3.78600)  0.22
H (-3.47928, -0.76736, -2.86991)  0.17
H (-2.85466, 0.67833, -2.07258)  -0.10
H (-7.05422, 2.39919, -1.13155)  0.10
H (-8.37395, 1.84419, -2.07836)  0.25
H (-7.63423, 3.31696, -2.62167)  0.27
C (-4.04954, 0.67622, 2.81832)  -0.13
O (-5.19311, 0.83797, 2.01053)  0.37
C (-6.38966, 0.26667, 2.43293)  0.48
O (-6.62369, -0.42252, 3.41945)  -0.63
O (-7.20773, 0.65032, 1.52252)  -0.15
C (-8.57135, 0.36842, 1.52216)  -0.74
H (-3.76901, -0.25601, 3.30857)  0.42
H (-4.25009, 1.30983, 3.68229)  0.21
H (-3.14946, 1.07811, 2.35311)  -0.57
H (-9.15229, 0.89221, 2.28126)  0.30
H (-8.76668, -0.69453, 1.66393)  0.35
H (-8.92760, 0.65648, 0.53313)  0.19

=====

Record 3
Formula: C10H8ClNO3
Source: the OMol25 dataset
Level of theory: ωB97M-V/def2-TZVPD

Values from the calculation:
HOMO: -8.735 eV
LUMO energy: -0.3 eV
relative energy (zero: lowest compared OMol25 entry of this formula, charge and spin): 0.00 kJ/mol
orbital gap: 0.3101 Ha
SMILES string: COC(=O)/C=N\c1ccccc1C(=O)Cl

Each line ends with the natural charge from an NBO analysis.
Atoms and positions in Å:
C (-2.77563, 2.72885, -0.63424)  -0.24
O (-2.00509, 2.22447, 0.52106)  -0.50
C (-1.27168, 1.12572, 0.45085)  0.74
O (-1.12292, 0.45006, -0.54406)  -0.59
C (-0.71090, 0.68828, 1.77402)  0.10
N (0.19265, -0.10462, 1.99276)  -0.38
C (1.16477, -0.60647, 1.10719)  0.20
C (1.29590, -1.99593, 1.21987)  -0.23
C (2.38193, -2.62772, 0.48309)  -0.16
C (3.27576, -1.78121, -0.24552)  -0.24
C (3.05706, -0.39539, -0.31364)  -0.13
C (2.03165, 0.20802, 0.36082)  -0.26
C (1.81175, 1.64313, 0.25242)  0.58
O (0.86073, 2.22106, 0.64776)  -0.52
Cl (3.17667, 2.47313, -0.50714)  -0.07
H (-2.65725, 3.76739, -0.55722)  0.20
H (-3.81393, 2.52192, -0.72314)  0.19
H (-2.38396, 2.30912, -1.46321)  0.20
H (-1.21938, 0.98084, 2.69969)  0.19
H (0.59991, -2.50791, 1.87933)  0.24
H (2.60765, -3.68589, 0.32438)  0.23
H (4.21102, -2.14256, -0.79520)  0.22
H (3.73273, 0.11009, -0.94600)  0.23

=====

Record 4
Formula: C24H40BN6RuSe4
Source: the OMol25 dataset
Level of theory: ωB97M-V/def2-TZVPD

Values from the calculation:
HOMO (spin up / spin down): -6.893 / -7.150 eV
LUMO energy (spin up / spin down): -1.4 / -1.4 eV
relative energy (zero: lowest compared OMol25 entry of this formula, charge and spin): 118.25 kJ/mol
2S+1: 2
orbital gap (spin up / spin down): 0.2024 / 0.2120 Ha

Each line ends with the Mulliken spin population.
Atoms and positions in Å:
Ru (0.84792, -0.48340, 0.26145)  -0.07
C (-3.50570, 2.55032, -0.89560)  0.00
C (-2.59058, 1.88993, 0.07991)  0.00
C (-2.64422, 1.91222, 1.45396)  0.01
C (-1.55859, 1.13406, 1.88843)  0.00
N (-0.88982, 0.66761, 0.83722)  0.01
N (-1.53152, 1.14017, -0.28602)  -0.01
B (-1.07663, 0.81965, -1.73717)  0.02
N (0.33624, 1.35439, -1.98022)  -0.01
N (1.17802, 1.15092, -0.94667)  -0.02
C (2.25779, 1.90882, -1.16301)  0.01
C (2.14967, 2.49900, -2.43003)  0.00
C (0.89899, 2.14307, -2.90534)  0.00
C (0.18719, 2.53143, -4.15556)  0.00
C (3.29582, 2.20353, -0.10330)  -0.01
C (2.79306, 1.79059, 1.28025)  0.00
C (4.64125, 1.54596, -0.42378)  0.01
C (3.49144, 3.72884, -0.08183)  0.00
N (-1.06645, -0.69839, -1.93166)  -0.01
N (-0.49562, -1.43908, -0.94879)  0.00
C (-0.86386, -2.71835, -1.17458)  0.00
C (-1.63721, -2.76509, -2.34099)  0.00
C (-1.74092, -1.46753, -2.79198)  0.00
C (-2.48589, -0.92028, -3.96140)  0.00
C (-0.68910, -3.89769, -0.22962)  -0.01
C (-1.65086, -5.01055, -0.66736)  0.00
C (-1.08405, -3.45337, 1.18321)  0.01
C (0.72323, -4.49613, -0.23177)  -0.02
C (-1.23931, 0.88906, 3.34699)  0.00
C (-1.02097, 2.24855, 4.02643)  0.00
C (-2.44529, 0.18995, 3.99074)  0.00
C (-0.00574, 0.02896, 3.57398)  0.00
H (-4.27968, 3.08965, -0.35149)  0.00
H (-3.99600, 1.82859, -1.54996)  0.00
H (-2.98074, 3.26478, -1.53070)  0.00
H (-3.37582, 2.42357, 2.05712)  0.00
H (-1.84918, 1.32681, -2.49732)  0.00
H (2.84293, 3.17618, -2.90027)  0.00
H (0.82194, 3.17648, -4.76054)  0.00
H (-0.73675, 3.06967, -3.93941)  0.00
H (-0.07286, 1.65891, -4.75672)  0.00
H (2.73580, 0.70474, 1.41154)  0.00
H (1.80847, 2.22056, 1.48343)  0.00
H (3.47923, 2.15894, 2.04631)  0.00
H (4.56501, 0.46011, -0.44076)  -0.01
H (5.37759, 1.82040, 0.33631)  0.00
H (5.01568, 1.88077, -1.39388)  0.00
H (2.55315, 4.24120, 0.14141)  0.00
H (3.85930, 4.10156, -1.03838)  0.00
H (4.22233, 3.99642, 0.68440)  0.00
H (-2.09485, -3.63270, -2.78050)  0.00
H (-2.94607, -1.74065, -4.50972)  0.00
H (-1.83273, -0.38415, -4.65119)  0.00
H (-3.27303, -0.23023, -3.65558)  0.00
H (-2.68803, -4.67035, -0.69245)  0.00
H (-1.58240, -5.83367, 0.04585)  0.00
H (-1.39704, -5.40678, -1.65245)  0.00
H (-2.12143, -3.11046, 1.20520)  0.00
H (-0.45071, -2.64182, 1.53986)  0.00
H (-0.97989, -4.28606, 1.88400)  0.00
H (1.14401, -4.53420, -1.23782)  0.00
H (0.67857, -5.51799, 0.15334)  -0.01
H (1.40937, -3.93875, 0.39841)  0.03
H (-1.89930, 2.89078, 3.94525)  0.00
H (-0.17552, 2.77670, 3.57956)  0.00
H (-0.80824, 2.09999, 5.08798)  0.00
H (-3.35545, 0.78506, 3.90169)  0.00
H (-2.25283, 0.02380, 5.05357)  0.00
H (-2.62853, -0.77928, 3.52192)  0.00
H (0.90057, 0.47592, 3.16293)  0.00
H (-0.10183, -0.96223, 3.13404)  0.00
H (0.13821, -0.08842, 4.65091)  0.00
Se (2.86209, -1.74076, -0.19861)  -0.17
Se (4.97081, -4.48134, 0.48589)  0.77
Se (3.54086, -4.62157, 2.10889)  0.69
Se (2.37474, -2.02738, 1.98208)  -0.24

=====

Record 5
Formula: C4H10BrN2
Source: the OMol25 dataset
Level of theory: ωB97M-V/def2-TZVPD

Values from the calculation:
HOMO (spin up / spin down): -13.813 / -12.080 eV
LUMO energy (spin up / spin down): -4.9 / -6.8 eV
relative energy (zero: lowest compared OMol25 entry of this formula, charge and spin): 472.40 kJ/mol
orbital gap (spin up / spin down): 0.3289 / 0.1933 Ha
net charge: +1

Each line ends with the natural charge from an NBO analysis.
Atoms and positions in Å:
C (-0.71008, 0.12673, -0.05889)  0.53
C (0.15049, -1.59821, -1.78185)  -0.42
C (1.53401, 0.03143, -0.55374)  -0.42
C (-0.09293, 2.08388, 2.60879)  -0.32
N (0.22575, -0.46863, -0.83019)  -0.43
N (-1.96095, -0.23736, -0.16817)  -0.79
Br (-1.31124, 1.57862, 3.86489)  0.26
H (0.49987, -2.41646, -1.10544)  0.23
H (-0.83506, -1.65216, -2.11309)  0.21
H (0.90788, -1.46678, -2.58419)  0.25
H (1.95515, 0.44015, -1.52563)  0.22
H (1.53684, 0.85208, 0.13413)  0.22
H (2.31137, -0.72548, -0.18654)  0.22
H (0.83610, 1.60806, 2.53495)  0.20
H (-0.26345, 2.91612, 2.01877)  0.20
H (-2.71899, 0.15059, 0.28484)  0.43
H (-2.06474, -1.22260, -0.53865)  0.41